Formula: C29H40FN9O6S3SeSiSr
Source: the Open Molecules 2025 dataset
Level of theory: the ωB97M-V functional and the def2-TZVPD basis

Geometry (Å):
Sr 0.584 -1.399 0.466
N 2.102 -5.526 2.105
C 1.200 -4.714 1.447
S 1.556 -4.320 -0.199
N 0.129 -4.410 2.169
N -0.577 -3.368 1.642
C -1.758 -3.190 2.093
C -2.561 -2.017 1.701
C -3.827 -1.849 2.245
C -4.576 -0.735 1.880
C -4.053 0.168 0.973
C -2.780 -0.077 0.472
N -2.046 -1.137 0.827
H 3.030 -5.427 1.744
H 2.048 -5.420 3.109
H -2.181 -3.907 2.796
H -4.206 -2.574 2.955
H -5.558 -0.572 2.311
H -4.582 1.070 0.688
H -2.312 0.604 -0.244
C -0.007 3.350 -1.453
Si -0.857 2.238 -2.695
C -2.686 2.699 -2.616
C -0.162 2.805 -4.365
N -0.597 0.573 -2.356
C -1.285 -0.355 -3.071
C -2.058 -0.137 -4.256
C -2.731 -1.149 -4.934
C -2.698 -2.469 -4.508
C -1.955 -2.759 -3.361
C -1.307 -1.743 -2.716
F -0.604 -2.109 -1.626
H -0.475 4.346 -1.499
H 1.066 3.483 -1.665
H -0.130 3.003 -0.422
H -2.865 3.655 -3.129
H -2.983 2.835 -1.564
H -3.341 1.940 -3.058
H -0.539 3.806 -4.625
H -0.410 2.121 -5.190
H 0.936 2.867 -4.308
H -2.130 0.873 -4.655
H -3.296 -0.886 -5.825
H -3.223 -3.255 -5.038
H -1.866 -3.764 -2.952
N 4.527 -0.966 0.212
C 5.030 -0.260 -0.971
C 4.686 -0.880 -2.339
C 3.246 -0.671 -2.806
N 2.311 -1.526 -2.056
C 2.849 0.797 -2.672
C 3.126 1.420 -1.307
N 2.187 0.922 -0.286
C 4.575 1.192 -0.905
H 4.905 -1.901 0.293
H 3.525 -1.087 0.145
H 4.667 -0.642 1.867
H 6.115 -0.254 -0.885
H 4.933 -1.949 -2.331
H 5.340 -0.417 -3.091
H 3.208 -0.912 -3.874
H 2.495 -2.514 -2.188
H 1.368 -1.347 -2.400
H 1.792 0.906 -2.930
H 3.423 1.369 -3.414
H 3.006 2.504 -1.429
H 1.260 1.245 -0.532
H 2.387 1.324 0.631
H 4.755 1.578 0.105
H 5.197 1.786 -1.585
O -2.673 4.894 2.557
S -2.995 3.493 2.464
O -4.211 3.157 1.765
N -1.731 2.632 1.897
C -1.212 1.831 2.813
S 0.107 0.791 2.670
C -1.960 1.884 4.135
C -1.726 1.165 5.298
C -2.576 1.375 6.379
C -3.636 2.282 6.301
C -3.868 3.004 5.137
C -3.009 2.778 4.075
H -0.898 0.461 5.333
H -2.416 0.822 7.300
H -4.287 2.420 7.160
H -4.687 3.710 5.058
O 2.955 -1.973 4.601
Se 3.451 -2.017 3.074
O 4.374 -3.263 2.614
O 2.237 -1.741 1.975
O 4.417 -0.590 2.845

Atoms 1-2, force components in eV/Å:
Sr 0.038 0.437 -1.051
N -0.484 0.045 0.029

* HOMO level: -2.3 eV
* lowest unoccupied orbital energy: 0.1506 Eh
* total charge: -2
* Kohn-Sham gap: 6.42 eV
* maximum force: 1.74 eV Å⁻¹

***

Formula: C29H40N2O2STeTi
Source: the Open Molecules 2025 dataset
Level of theory: the ωB97M-V functional and the def2-TZVPD basis

Geometry (Å):
Ti 0.534 -0.893 -2.889
C 3.451 2.047 3.489
C 2.397 2.616 2.529
C 2.753 4.075 2.214
C 1.050 2.604 3.249
C 2.368 1.796 1.236
C 1.210 1.150 0.794
C 1.231 0.413 -0.386
N 0.190 -0.262 -1.018
C -1.036 -0.584 -0.469
C -1.461 -0.564 0.854
C -2.770 -0.942 1.188
C -3.623 -1.343 0.176
C -3.222 -1.447 -1.170
C -1.906 -1.118 -1.455
O -1.319 -1.296 -2.643
C -4.256 -1.915 -2.201
C -4.732 -3.330 -1.840
C -5.459 -0.958 -2.166
C -3.749 -1.947 -3.646
C -3.279 -0.899 2.633
C -3.777 -2.287 3.057
C -4.440 0.100 2.741
C -2.192 -0.468 3.617
C 2.409 0.343 -1.149
O 2.298 -0.353 -2.282
C 3.574 0.989 -0.740
C 3.524 1.697 0.467
C 4.820 0.935 -1.621
C 5.249 -0.523 -1.839
C 6.003 1.674 -0.994
C 4.511 1.594 -2.974
H 3.473 2.624 4.419
H 4.447 2.075 3.047
H 3.228 1.006 3.732
H 2.785 4.673 3.132
H 2.015 4.514 1.539
H 3.726 4.149 1.725
H 1.117 3.194 4.169
H 0.746 1.590 3.521
H 0.257 3.032 2.633
H 0.285 1.262 1.332
H -0.768 -0.275 1.626
H -4.646 -1.609 0.420
H -5.175 -3.372 -0.843
H -3.896 -4.032 -1.866
H -5.483 -3.667 -2.562
H -5.933 -0.922 -1.184
H -6.209 -1.282 -2.894
H -5.143 0.054 -2.424
H -2.938 -2.658 -3.787
H -3.373 -0.979 -3.976
H -4.590 -2.240 -4.286
H -4.585 -2.635 2.413
H -4.148 -2.263 4.088
H -2.970 -3.020 2.996
H -5.267 -0.185 2.089
H -4.114 1.098 2.443
H -4.816 0.147 3.769
H -1.334 -1.143 3.589
H -2.594 -0.471 4.634
H -1.828 0.539 3.403
H 4.420 2.204 0.803
H 5.509 -0.991 -0.885
H 6.132 -0.551 -2.486
H 4.457 -1.105 -2.304
H 6.283 1.253 -0.024
H 5.796 2.738 -0.855
H 6.866 1.587 -1.660
H 3.667 1.126 -3.478
H 5.394 1.533 -3.621
H 4.258 2.647 -2.831
Te 0.231 1.142 -4.461
S 1.764 -5.343 -4.015
C 1.419 -3.748 -3.932
N 1.181 -2.601 -3.908

Atoms 1-2, force components in eV/Å:
Ti -0.033 1.723 -1.344
C 0.031 -0.017 0.040

* HOMO level: -0.8 eV
* lowest unoccupied orbital energy: 0.1514 Eh
* total charge: -2
* Kohn-Sham gap: 4.88 eV
* maximum force: 2.19 eV Å⁻¹

***

Formula: C29H41Cl2N5OP2Pt
Source: the Open Molecules 2025 dataset
Level of theory: the ωB97M-V functional and the def2-TZVPD basis

Geometry (Å):
Pt 0.146 0.630 0.216
C 2.475 -1.832 1.121
P 0.806 -1.153 1.374
C 0.893 -0.664 3.134
N 1.145 -1.576 4.042
C 1.213 -1.168 5.330
C 1.456 -2.113 6.355
C 1.526 -1.695 7.650
C 1.364 -0.326 7.983
C 1.134 0.607 7.017
C 1.052 0.203 5.664
N 0.830 1.127 4.700
C 0.737 0.706 3.463
P 0.488 1.908 2.097
C 2.061 2.825 2.156
C -0.824 3.093 2.667
C -1.165 3.999 1.478
C -0.374 3.972 3.837
C -2.049 2.260 3.055
C -0.366 -2.590 1.285
C -1.641 -2.201 2.042
C -0.696 -2.812 -0.196
C 0.231 -3.870 1.873
H 2.730 -2.515 1.931
H 3.188 -1.008 1.103
H 2.526 -2.363 0.169
H 1.576 -3.151 6.077
H 1.708 -2.410 8.440
H 1.426 -0.027 9.021
H 1.009 1.657 7.246
H 2.279 3.142 3.176
H 2.024 3.698 1.504
H 2.856 2.167 1.806
H -0.284 4.514 1.086
H -1.870 4.765 1.808
H -1.631 3.439 0.669
H 0.445 4.634 3.552
H -0.065 3.383 4.696
H -1.215 4.604 4.133
H -2.326 1.555 2.265
H -2.898 2.924 3.232
H -1.871 1.698 3.972
H -2.052 -1.257 1.683
H -1.455 -2.131 3.114
H -2.398 -2.973 1.887
H -1.188 -1.938 -0.627
H -1.367 -3.669 -0.287
H 0.208 -3.039 -0.773
H 0.530 -3.736 2.910
H 1.096 -4.213 1.302
H -0.522 -4.660 1.830
Cl -5.419 0.456 -0.118
C -4.347 1.490 -0.934
C -4.823 2.531 -1.706
C -3.946 3.368 -2.367
Cl -4.583 4.635 -3.319
C -2.519 3.214 -2.263
C -1.607 4.077 -2.888
C -0.263 3.863 -2.711
C 0.156 2.811 -1.902
N -0.690 1.989 -1.287
C -2.015 2.167 -1.477
C -2.929 1.216 -0.803
O -2.498 0.251 -0.178
H -5.889 2.689 -1.796
H -1.964 4.897 -3.494
H 0.474 4.504 -3.173
H 1.208 2.631 -1.726
N 3.933 -3.185 -4.820
C 2.531 -2.685 -4.529
C 2.558 -1.567 -3.483
N 1.258 -1.028 -3.177
H 3.928 -3.928 -5.522
H 4.375 -3.558 -3.977
H 4.527 -2.431 -5.170
H 1.956 -3.544 -4.190
H 2.124 -2.339 -5.478
H 3.200 -0.755 -3.839
H 3.010 -1.945 -2.561
H 0.628 -1.669 -2.713
H 0.801 -0.630 -3.986

Atoms 1-2, force components in eV/Å:
Pt -0.296 0.102 0.159
C 0.018 -0.012 -0.011

* HOMO level (spin up / spin down): -11.0 / -12.9 eV
* 2S+1: 3
* lowest unoccupied orbital energy (spin up / spin down): -0.1968 / -0.2430 Eh
* total charge: +2
* Kohn-Sham gap (spin up / spin down): 5.60 / 6.32 eV
* maximum force: 0.35 eV Å⁻¹

***

Formula: C29H41N2O4Si
Source: the Open Molecules 2025 dataset
Level of theory: the ωB97M-V functional and the def2-TZVPD basis

Geometry (Å):
C 2.123 2.222 -0.419
C 1.932 2.084 1.016
C 0.691 1.679 1.513
O -0.423 1.663 0.854
Si -1.986 1.865 1.580
C -2.740 2.638 0.067
C -2.616 0.169 1.964
C -1.835 2.961 3.072
O 0.689 1.313 2.784
C 2.107 1.320 3.258
C 2.913 1.770 2.053
H 3.075 2.731 -0.606
H 2.117 1.242 -0.934
H 1.295 2.816 -0.837
H -3.737 3.054 0.275
H -2.093 3.444 -0.314
H -2.837 1.869 -0.720
H -3.617 0.276 2.409
H -2.699 -0.436 1.052
H -1.962 -0.346 2.679
H -2.821 3.402 3.276
H -1.541 2.386 3.961
H -1.120 3.784 2.933
H 2.161 2.028 4.092
H 2.357 0.305 3.593
H 3.586 0.958 1.717
H 3.532 2.642 2.299
C -0.233 11.457 3.892
C -0.012 10.435 2.785
N 0.873 9.399 3.320
C 1.409 8.498 2.366
C 0.614 7.961 1.329
C 1.141 6.985 0.503
C 2.512 6.633 0.585
C 3.050 5.731 -0.364
C 4.346 5.872 -0.902
C 5.197 7.008 -0.656
C 6.520 7.010 -1.060
C 7.056 5.884 -1.731
N 8.425 5.772 -2.043
C 9.036 6.888 -2.752
C 10.458 6.525 -3.165
O 11.201 6.017 -2.055
C 10.651 4.801 -1.547
C 9.205 4.978 -1.098
C 6.202 4.795 -2.039
C 4.872 4.815 -1.700
C 3.302 7.176 1.647
C 2.747 8.075 2.537
C 0.376 8.740 4.527
C 0.039 9.786 5.585
O -0.773 10.845 5.069
H 0.725 11.975 4.108
H -1.002 12.182 3.587
H -0.978 10.005 2.455
H 0.479 10.903 1.923
H -0.425 8.273 1.219
H 0.538 6.512 -0.271
H 2.396 4.955 -0.770
H 4.810 7.879 -0.119
H 7.180 7.847 -0.809
H 8.432 7.076 -3.649
H 9.029 7.804 -2.135
H 10.424 5.790 -3.997
H 11.007 7.428 -3.468
H 10.702 3.990 -2.303
H 11.276 4.561 -0.675
H 9.204 5.448 -0.092
H 8.722 3.997 -1.012
H 6.624 3.941 -2.570
H 4.196 4.010 -1.994
H 4.347 6.887 1.753
H 3.329 8.499 3.362
H -0.533 8.145 4.300
H 1.155 8.064 4.895
H -0.583 9.325 6.368
H 0.982 10.180 6.018

Atoms 1-2, force components in eV/Å:
C 0.229 0.242 -0.998
C -3.941 -1.194 1.365

* HOMO level: -9.1 eV
* lowest unoccupied orbital energy: -0.1926 Eh
* total charge: +1
* Kohn-Sham gap: 3.90 eV
* maximum force: 4.34 eV Å⁻¹

***

- Among the records above, which one has the lowest maximum force?
  C29H41Cl2N5OP2Pt